Here is one molecule with the formula C25H31N3O7S from the Open Molecules 2025 dataset. Energies are from ωB97M-V/def2-TZVPD.

The value obtained for the HOMO energy is -8.57 eV. For the orbital gap, the calculation gives 8.612 eV. The value obtained for the energy above the lowest of the compared OMol25 structures with the same formula, charge and spin is 4.6 kJ/mol. The calculation puts the lowest unoccupied orbital energy at 0.0016 hartree. The value obtained for the maximum force is 0.0214 Eh/bohr.

```
! wB97M-V def2-TZVPD RIJCOSX def2/J DEFGRID3
* xyz 0 1
S 2.7380 -2.4214 -1.2255
O -0.9665 -0.0375 1.8540
O -0.7105 -1.7217 -2.5049
O 1.1626 1.8319 2.8308
O -4.1041 1.8706 6.1141
O 3.9023 -2.2668 -2.0460
O 2.8852 -3.0502 0.0528
O -3.5637 2.2450 1.5995
N 1.5917 -3.2763 -2.0926
N -2.0693 2.8055 3.2045
N 0.0321 2.8254 -0.8521
C 1.6452 1.3905 -1.9068
C 2.0221 0.7250 2.9634
C -2.4142 2.4046 1.9577
C 0.1382 -1.8991 -3.5592
C -2.0872 0.3084 -2.6466
C 0.5743 -3.9549 -1.3234
C 2.2827 0.1739 -1.9710
C 2.2113 -2.8503 -4.3566
C -3.0914 1.6819 5.1545
C -0.6554 0.8313 1.0529
C -1.2743 2.1551 1.0127
C -4.2480 0.7755 6.9811
C 0.3667 0.6177 0.0130
C -0.7100 3.1074 3.5954
C -2.0153 -1.2138 -2.7227
C 0.6840 1.6242 -0.9151
C 0.8695 -1.5375 -5.8314
C 2.0126 -2.2787 -5.6004
C 1.2882 -2.6818 -3.3344
C -0.0590 -1.3508 -4.8216
C -3.1031 2.8886 4.2125
C 1.0307 -0.6076 -0.0689
C 0.1844 1.8822 3.8491
C 1.9765 -0.8119 -1.0410
C -0.9256 3.0660 0.0800
H 0.1468 -4.7508 -1.9333
H 3.0258 -0.0414 -2.7220
H -1.3729 0.7673 -3.3265
H 0.6815 1.9574 4.8282
H -1.8665 0.6373 -1.6354
H 0.7957 -1.3847 0.6410
H 0.2742 3.5405 -1.5224
H -0.2226 -3.2899 -0.9842
H 0.6930 -1.0916 -6.7988
H -4.0658 2.9208 3.6981
H -0.9338 -0.7537 -5.0248
H -4.5083 -0.1365 6.4304
H -3.0900 0.6365 -2.9065
H -2.1115 1.5916 5.6520
H -2.4087 -1.5788 -3.6784
H 2.5742 0.7701 3.9099
H -3.2681 0.7634 4.5758
H -1.3980 4.0371 0.0343
H 1.0795 -4.3863 -0.4624
H -0.7641 3.7229 4.4946
H -0.2236 3.6906 2.8074
H -5.0526 1.0276 7.6685
H 1.4591 -0.2132 2.9239
H -3.3262 0.5918 7.5479
H -0.4157 0.9618 3.8321
H 3.0931 -3.4320 -4.1455
H -2.6179 -1.6421 -1.9163
H 1.8738 2.1696 -2.6197
H 2.7205 0.7654 2.1303
H -2.9832 3.8041 4.7978
H 2.7412 -2.4194 -6.3831
*
```